Entry 1:
The following is a quantum chemistry calculation of a structure of composition C23H30ClO9Re, from the OMol25 dataset.

```
64
Properties=species:S:1:pos:R:3
C -1.05683 -4.09688 -0.73484
C 0.34917 -1.91461 4.09615
H -1.03111 2.72629 -5.16169
C -0.56789 1.82138 0.69723
Cl 1.73298 -6.69100 2.41982
H -0.70944 4.46770 -5.37386
H -0.74670 1.71515 1.78046
C 0.19005 -4.76242 -0.93153
C 0.39702 -2.61018 -1.74778
H 2.12896 -4.03886 -1.80336
H 0.75373 -4.08070 4.59837
H -2.29348 3.92593 -4.77623
H 1.29161 2.93129 1.05135
C 0.25243 -3.35214 3.96973
H -3.26031 4.39819 -2.23052
H -1.43558 -0.19352 0.48317
H 1.67134 0.72434 2.56202
H -1.73202 -2.02581 -1.31998
C -1.22248 3.72642 -4.77672
H 3.06574 1.48597 1.75203
H -2.39856 2.34210 -0.36724
C -0.67581 -3.63795 2.89235
C 0.90155 2.17329 0.35089
H -0.88334 0.57959 -1.05357
C -0.59843 3.34961 -1.20830
H 3.48934 -0.07948 -0.20996
H 0.79697 -1.70925 -2.20795
C 1.08973 -3.84373 -1.54865
C -1.10249 2.96602 -2.58349
C -0.54332 -1.32195 3.14523
O 0.55272 -6.25704 1.56032
O 1.54919 -6.11199 3.78319
H -1.78485 3.61491 0.67945
O 1.77721 -8.17976 2.50362
O -1.76672 5.49961 -1.22016
C 2.34405 0.66428 1.70051
C -0.65238 0.45055 0.02438
H 0.41250 -5.78256 -0.65195
C 1.67578 0.81922 0.32481
H 0.90924 -1.36379 4.84275
H 2.84459 -0.30624 1.74642
H 3.35792 1.56348 -0.84949
C -0.58424 4.86319 -1.36746
C -1.19414 -2.38031 2.42711
C -3.10541 4.93260 -1.28496
O -0.72003 3.90178 -3.46532
C -0.94139 -2.77600 -1.26835
H 0.90370 1.86475 -1.73832
H 2.55930 0.21946 -1.66613
O 2.60299 -3.04387 2.09418
O 0.43880 5.46904 -1.60499
C 2.81025 0.63036 -0.68289
H -3.76307 5.80264 -1.22447
H 1.60863 3.45710 -1.25148
H -1.92357 -2.25175 1.63548
H -0.73274 -0.25789 3.05527
C -1.47694 2.81264 -0.00615
H -0.96944 -4.61847 2.52700
O -1.77280 1.97576 -2.84872
C 0.80869 2.73477 -1.06480
H -3.32494 4.27510 -0.43793
H -1.94014 -4.51773 -0.26125
O 0.67847 -0.14515 0.03408
Re 0.96592 -2.53345 2.19311
```

Values from the calculation:
energy relative to the best compared isomer or geometry (same formula, charge and spin) = 0.0 kJ/mol
2S+1 = 4
gap between HOMO and LUMO (spin up / spin down) = 0.22206 / 0.21015 Eh
calculated total energy = -2109.70856 Ha
charge = -1
HOMO energy (spin up / spin down) = -4.2 / -4.5 eV

Entry 2:
The following is a quantum chemistry calculation of a structure of composition C4H8O, from the OMol25 dataset.

```
13
Properties=species:S:1:pos:R:3
H -0.80048 -1.99447 0.97027
C -0.99895 0.73894 -0.32762
C -0.67421 -1.07644 0.43114
H 1.90598 1.17214 -0.61344
H 0.49874 0.50024 1.32565
H 2.28119 -0.49657 -0.15414
H -0.88148 1.32323 -1.24879
H 1.27828 -0.17459 -1.58244
C 1.50004 0.15093 -0.56098
H -1.64846 1.27167 0.38439
O -1.52548 -0.58681 -0.57423
C 0.26268 0.13228 0.32942
H -1.19784 -0.96055 1.62076
```

Values from the calculation:
energy relative to the best compared isomer or geometry (same formula, charge and spin) = 326.8 kJ/mol
gap between HOMO and LUMO = 0.36639 Eh
calculated total energy = -232.32116 Ha
HOMO energy = -8.9 eV

Entry 3:
The following is a quantum chemistry calculation of a cluster of 4 separate species, C13H34BO10S3 in total, from the OMol25 dataset.

```
61
Properties=species:S:1:pos:R:3
C 0.53372 1.81374 -2.63029
H 2.57879 -3.75978 -2.60205
H 2.29115 -2.61295 -1.25204
H -2.57115 4.80867 -2.90461
H -1.47026 -1.93584 -2.55674
H -3.21146 6.08771 -1.88329
H -5.43979 5.88811 -3.06563
H 0.57621 0.36169 5.77093
H -4.29047 -1.50142 5.04758
C 0.47252 -1.62216 4.91607
O 4.96398 -2.66260 -3.54297
O 4.87813 -3.34175 -1.18374
H 6.97568 -1.51044 -0.91780
O -1.92374 -0.65427 3.55846
B -0.96861 -0.93696 -2.01125
H 8.04898 -2.70836 -0.18289
C -4.50265 5.57211 -3.52459
H 6.40831 -4.49582 -0.55410
H -3.43186 2.22733 0.23604
O 4.55761 -0.97493 -1.78009
C 2.67061 -2.73114 -2.26368
H 2.06409 0.33345 -2.76576
S -2.03071 -0.97499 4.94242
H -1.52657 0.27942 0.82234
H 1.04462 -2.54729 4.94180
S 4.36516 -2.29644 -2.29086
H -4.44197 0.96254 -0.51527
H -3.33592 -2.44675 6.22357
O -0.86918 -1.99724 5.30793
H -0.47292 1.81523 -3.02874
S -4.07186 2.73448 -1.95789
C -3.48563 5.20624 -2.46098
H 1.17448 2.25394 -3.39961
H -1.75955 -0.01647 -2.15898
C -4.31458 2.03267 -0.36635
O -4.00401 4.27037 -1.50090
H 1.00587 -0.92793 6.88682
H -5.20550 2.46898 0.07842
H 1.30093 0.36935 -1.20397
C 1.08559 0.41269 -2.27638
O -5.25232 2.54587 -2.74795
H -4.11808 6.38287 -4.14514
C 6.29351 -3.55574 -1.09246
H 0.46711 -1.27043 3.88292
O 0.33865 -0.68393 -2.71980
H -3.31013 -2.88516 4.48410
H -0.35670 -2.26467 -0.10567
C -3.37973 -2.07462 5.20370
C -0.64111 -0.26353 0.50575
C -0.65012 -1.25955 -0.43480
H 2.13506 -0.45149 5.60082
H 0.63198 2.45998 -1.75776
C 1.08402 -0.59829 5.85027
O -2.07655 0.06087 5.92993
H 2.12610 -2.05812 -2.93041
H -4.72204 4.72171 -4.16819
H 6.71052 -3.69760 -2.09130
O -2.79516 2.34577 -2.44643
H 6.52491 -2.25344 0.60947
C 7.00463 -2.43959 -0.35128
H 0.31739 -0.00409 0.97330
```

Values from the calculation:
gap between HOMO and LUMO = 0.19518 Eh
calculated total energy = -2487.43751 Ha
charge = -1
HOMO energy = -3.1 eV